Arrangement one

A cluster of 2 separate species, C4H12N3 in total, computed with the ωB97M-V functional and the def2-TZVPD basis.

The gap between HOMO and LUMO (alpha / beta) is 8.01 / 8.01 eV. Its LUMO energy (alpha / beta) is -0.14989 / -0.14990 Eh. For the molar mass, the calculation gives 102.2 g/mol. The spin multiplicity is 1. Its net charge is +1.

Each line ends with the natural charge from an NBO analysis.
Geometry (Å):
C -2.058 -0.243 -0.799  0.03
C 0.007 1.882 0.356  -0.47
C 0.818 -1.630 0.238  -0.46
C 2.278 0.277 -0.443  -0.46
N -2.841 -0.525 0.163  -0.69
N -0.139 0.410 0.348  -0.01
N 0.940 -0.204 0.107  -0.06
H -2.569 0.154 -1.747  0.16
H -0.727 2.306 -0.398  0.26
H -0.343 1.931 1.383  0.25
H 1.034 2.179 0.298  0.21
H 0.839 -1.945 1.295  0.24
H -0.188 -2.046 -0.188  0.25
H 1.576 -2.244 -0.256  0.24
H 2.692 0.907 0.272  0.23
H 3.005 -0.579 -0.382  0.25
H 2.110 0.793 -1.377  0.25
H -3.880 -0.629 0.059  0.40
H -2.555 -0.793 1.070  0.40


Arrangement two

A cluster of 2 separate species, C4H12N3 in total, computed with the ωB97M-V functional and the def2-TZVPD basis.

The gap between HOMO and LUMO is 11.00 eV. Its LUMO energy is -0.11137 Eh. For the molar mass, the calculation gives 102.2 g/mol. The spin multiplicity is 1. Its net charge is +1.

Each line ends with the natural charge from an NBO analysis.
Geometry (Å):
C 2.215 2.618 1.246  0.00
C -1.284 -1.411 -2.491  -0.62
C -1.754 -0.610 -1.236  -0.20
C -0.081 -0.442 0.428  0.40
N 2.070 1.738 2.130  -0.67
N 0.691 -0.775 1.430  -0.75
N -1.094 -1.108 0.017  -0.50
H 2.614 3.601 1.478  0.17
H 1.769 2.571 0.204  0.16
H -0.212 -1.197 -2.804  0.23
H -1.442 -2.565 -2.226  0.22
H -2.022 -1.141 -3.204  0.24
H -2.770 -0.736 -1.169  0.22
H -1.499 0.409 -1.258  0.20
H 0.200 0.355 -0.232  0.21
H 1.330 -0.111 1.869  0.46
H 0.440 -1.323 2.299  0.43
H 2.288 2.102 3.077  0.37
H -1.458 -1.976 0.442  0.43


arrangement two wins, 0.1449 hartree ahead of the next structure.


Arrangement one

A cluster of 9 separate species, C46H117N7O16 in total, computed with the ωB97M-V functional and the def2-TZVPD basis.

The gap between HOMO and LUMO is 8.85 eV. Its LUMO energy is 0.01370 Eh. For the molar mass, the calculation gives 1024.5 g/mol. The spin multiplicity is 1. The SMILES is COCCNCCOC.COCCNCCOC.COCCNCCOC.COCCNCCOC.COCCNCCOC.COCCNCCOC.COCCNCCOC.CCO.CCO.

Each line ends with the Mulliken charge.
Geometry (Å):
C 7.877 -11.098 -7.510  -0.85
O 6.487 -10.846 -7.732  -0.34
C 6.067 -9.490 -7.267  -0.27
C 4.721 -9.399 -7.895  -0.97
N 3.785 -10.459 -7.513  -0.35
C 3.361 -10.578 -6.091  -0.56
C 2.709 -11.998 -5.839  -0.61
O 3.491 -13.146 -6.192  -0.37
C 4.796 -13.241 -5.620  -0.31
H 8.630 -10.567 -8.092  0.32
H 8.039 -12.156 -7.718  0.26
H 8.121 -10.910 -6.465  0.34
H 6.749 -8.747 -7.681  0.44
H 6.140 -9.546 -6.181  0.27
H 4.888 -9.444 -8.971  0.35
H 4.219 -8.433 -7.848  0.42
H 4.220 -11.350 -7.705  0.36
H 2.643 -9.781 -5.897  0.42
H 4.268 -10.507 -5.490  0.26
H 1.731 -12.037 -6.318  0.32
H 2.448 -12.117 -4.787  0.38
H 5.312 -12.365 -6.012  -0.03
H 5.401 -14.037 -6.054  0.24
H 4.749 -13.352 -4.537  0.28
C -1.677 1.355 -0.496  -0.75
O -1.716 0.381 0.489  -0.31
C -0.519 -0.377 0.549  -0.72
C -0.707 -1.984 0.609  -0.56
N -1.485 -2.462 -0.561  -0.44
C -1.874 -3.782 -0.470  -0.62
C -3.379 -3.825 -1.008  -0.79
O -4.187 -3.413 0.143  -0.31
C -5.549 -3.232 -0.231  -0.75
H -2.647 1.851 -0.476  0.24
H -1.480 0.979 -1.500  0.34
H -0.937 2.149 -0.393  0.32
H -0.132 -0.036 1.509  0.38
H 0.271 -0.112 -0.153  0.41
H -1.442 -2.155 1.395  0.42
H 0.235 -2.525 0.698  0.36
H -2.429 -2.108 -0.492  0.33
H -1.861 -4.122 0.566  0.40
H -1.246 -4.433 -1.078  0.35
H -3.716 -4.855 -1.125  0.47
H -3.577 -3.178 -1.862  0.38
H -5.719 -2.497 -1.018  0.30
H -6.192 -2.935 0.598  0.26
H -5.935 -4.207 -0.528  0.32
C 7.755 15.687 3.597  -0.77
O 6.631 14.864 3.723  -0.35
C 6.565 14.021 2.657  -0.33
C 5.624 12.887 2.786  -0.67
N 5.685 11.935 1.744  -0.22
C 6.838 11.025 1.864  -0.53
C 7.042 10.056 0.625  -0.69
O 5.926 9.013 0.763  -0.33
C 5.555 8.358 -0.472  -0.71
H 7.711 16.282 2.684  0.32
H 8.725 15.218 3.763  0.30
H 7.596 16.512 4.292  0.30
H 7.561 13.649 2.417  0.31
H 6.124 14.516 1.792  0.19
H 4.669 13.410 2.838  0.35
H 5.759 12.478 3.787  0.34
H 4.772 11.515 1.643  0.24
H 6.839 10.389 2.749  0.33
H 7.794 11.549 1.860  0.34
H 7.977 9.496 0.612  0.38
H 6.933 10.769 -0.191  0.39
H 5.277 7.345 -0.182  0.24
H 6.281 8.377 -1.285  0.32
H 4.571 8.734 -0.754  0.25
C -4.890 -10.950 5.015  -0.70
O -5.652 -12.081 5.358  -0.34
C -4.905 -12.867 6.243  -0.60
C -5.174 -14.428 6.190  -0.50
N -4.302 -14.929 5.150  -0.36
C -4.266 -16.442 5.162  -0.64
C -3.128 -16.876 4.286  -0.66
O -1.848 -16.315 4.659  -0.34
C -0.934 -16.594 3.612  -0.77
H -4.535 -10.338 5.844  0.29
H -5.415 -10.257 4.358  0.25
H -4.088 -11.363 4.403  0.30
H -5.178 -12.482 7.226  0.36
H -3.819 -12.864 6.153  0.37
H -6.224 -14.669 6.024  0.28
H -4.738 -14.943 7.046  0.40
H -3.385 -14.510 5.094  0.28
H -5.162 -16.793 4.649  0.25
H -4.118 -16.809 6.178  0.41
H -3.421 -16.707 3.250  0.37
H -2.955 -17.946 4.403  0.43
H -0.027 -16.078 3.927  0.27
H -1.211 -16.210 2.631  0.33
H -0.543 -17.611 3.576  0.31
C -5.659 8.461 -3.126  -0.76
O -7.048 8.677 -3.267  -0.31
C -7.849 7.997 -2.314  -0.46
C -9.208 8.669 -2.495  -0.70
N -10.235 8.166 -1.585  -0.31
C -11.495 8.914 -1.822  -0.74
C -12.488 8.703 -0.682  -0.53
O -12.073 9.344 0.474  -0.33
C -12.939 9.064 1.575  -0.76
H -5.415 7.460 -2.771  0.35
H -5.234 9.297 -2.570  0.25
H -5.269 8.522 -4.141  0.24
H -7.386 7.917 -1.330  0.39
H -7.975 6.988 -2.704  0.29
H -9.527 8.581 -3.533  0.32
H -8.980 9.705 -2.247  0.35
H -9.929 8.413 -0.655  0.25
H -11.804 8.555 -2.804  0.39
H -11.247 9.962 -1.993  0.43
H -12.627 7.624 -0.752  0.33
H -13.438 9.098 -1.042  0.43
H -12.827 9.699 2.454  0.27
H -12.663 8.140 2.083  0.30
H -13.997 9.035 1.315  0.31
C 6.750 0.322 3.583  -0.77
O 5.635 0.527 4.451  -0.30
C 5.941 0.762 5.753  -0.67
C 4.739 1.038 6.607  -0.61
N 3.906 -0.171 6.877  -0.41
C 2.396 0.005 6.876  -0.63
C 1.534 -1.215 7.204  -0.56
O 1.807 -2.259 6.288  -0.29
C 2.377 -3.459 6.810  -0.77
H 6.380 -0.415 2.870  0.24
H 7.628 -0.063 4.101  0.35
H 7.015 1.236 3.052  0.26
H 6.691 1.552 5.738  0.53
H 6.353 -0.132 6.222  0.36
H 4.200 1.716 5.946  0.29
H 4.913 1.548 7.555  0.38
H 4.174 -0.817 6.148  0.22
H 2.218 0.559 5.954  0.41
H 2.192 0.730 7.665  0.35
H 0.489 -0.907 7.220  0.37
H 1.742 -1.413 8.256  0.35
H 1.918 -3.968 7.658  0.31
H 3.461 -3.425 6.918  0.28
H 2.243 -4.255 6.077  0.29
C 4.841 0.154 -4.348  -0.77
O 4.632 1.311 -5.155  -0.31
C 3.282 1.497 -5.662  -0.67
C 3.089 2.573 -6.788  -0.64
N 3.040 3.917 -6.200  -0.35
C 2.529 4.914 -7.176  -0.67
C 2.745 6.311 -6.719  -0.55
O 4.102 6.519 -6.629  -0.31
C 4.430 7.853 -6.277  -0.73
H 4.539 -0.790 -4.802  0.31
H 4.127 0.237 -3.528  0.30
H 5.777 0.278 -3.804  0.28
H 2.651 1.821 -4.834  0.32
H 2.850 0.520 -5.880  0.44
H 2.153 2.556 -7.347  0.46
H 3.876 2.419 -7.526  0.32
H 3.971 4.223 -5.958  0.23
H 1.485 4.744 -7.438  0.42
H 2.989 4.753 -8.151  0.35
H 2.439 6.528 -5.695  0.37
H 2.258 7.005 -7.404  0.37
H 5.441 7.948 -5.881  0.25
H 3.794 8.117 -5.432  0.30
H 4.232 8.511 -7.123  0.28
C -7.695 1.432 1.216  -1.04
C -7.839 2.702 0.332  -0.19
O -9.056 3.261 0.482  -0.51
H -7.792 1.772 2.248  0.29
H -6.676 1.073 1.076  0.30
H -8.502 0.722 1.032  0.31
H -7.769 2.338 -0.693  0.28
H -7.060 3.415 0.603  0.27
H -9.241 3.949 -0.162  0.29
C -1.125 7.308 3.718  -1.18
C 0.287 7.069 3.343  -0.08
O 0.603 7.739 2.224  -0.50
H -1.861 6.982 2.984  0.30
H -1.373 8.344 3.948  0.31
H -1.433 6.936 4.695  0.37
H 0.461 5.994 3.322  0.27
H 0.862 7.405 4.206  0.20
H 1.304 7.252 1.785  0.32


Arrangement two

A cluster of 9 separate species, C46H117N7O16 in total, computed with the ωB97M-V functional and the def2-TZVPD basis.

The gap between HOMO and LUMO is 8.99 eV. Its LUMO energy is 0.02394 Eh. For the molar mass, the calculation gives 1024.5 g/mol. The spin multiplicity is 1. The SMILES is COCCNCCOC.COCCNCCOC.COCCNCCOC.COCCNCCOC.COCCNCCOC.COCCNCCOC.COCCNCCOC.CCO.CCO.

Each line ends with the Mulliken charge.
Geometry (Å):
C -3.565 -1.577 -2.733  -0.28
O -3.901 -2.762 -3.420  -0.25
C -4.972 -2.536 -4.370  -0.70
C -5.438 -3.859 -5.033  -0.36
N -6.513 -3.528 -5.980  -0.30
C -6.867 -4.564 -6.943  -0.93
C -7.198 -5.855 -6.260  -0.20
O -7.817 -6.828 -7.151  -0.37
C -8.109 -8.103 -6.515  -0.69
H -3.387 -0.715 -3.376  0.34
H -2.578 -1.737 -2.300  -0.18
H -4.312 -1.415 -1.956  0.28
H -4.607 -1.808 -5.094  0.35
H -5.806 -2.037 -3.877  0.30
H -5.805 -4.439 -4.186  0.24
H -4.629 -4.377 -5.547  0.38
H -7.383 -3.379 -5.490  0.30
H -6.123 -4.682 -7.731  0.27
H -7.758 -4.372 -7.541  0.39
H -7.705 -5.716 -5.305  0.33
H -6.196 -6.225 -6.043  0.28
H -8.828 -7.802 -5.752  0.31
H -7.246 -8.513 -5.991  0.28
H -8.563 -8.754 -7.261  0.24
C 4.160 -5.317 1.437  -0.88
O 2.848 -4.924 1.248  -0.20
C 2.738 -3.880 0.260  -1.03
C 1.288 -3.308 0.398  0.50
N 0.298 -4.253 -0.174  -0.37
C -1.067 -3.822 -0.344  0.31
C -2.113 -4.962 -0.488  -1.40
O -2.345 -5.522 0.775  0.13
C -3.077 -6.703 0.738  -1.06
H 4.632 -5.477 0.467  0.33
H 4.130 -6.216 2.052  0.24
H 4.733 -4.637 2.067  0.33
H 2.910 -4.263 -0.745  0.34
H 3.536 -3.163 0.454  0.45
H 1.214 -2.282 0.038  -0.06
H 1.076 -3.104 1.448  -0.15
H 0.253 -5.013 0.490  0.27
H -1.018 -3.158 -1.207  0.40
H -1.384 -3.216 0.505  -0.15
H -1.724 -5.694 -1.195  0.45
H -3.057 -4.575 -0.874  0.52
H -4.088 -6.687 0.333  0.36
H -3.180 -7.196 1.705  0.27
H -2.495 -7.411 0.148  0.38
C 1.231 3.983 3.708  -0.28
O 0.820 4.394 4.977  -0.33
C 1.686 5.006 5.934  -0.56
C 2.289 6.346 5.425  -0.69
N 1.154 7.220 5.135  -0.38
C 1.547 8.440 4.412  -0.50
C 0.279 8.976 3.796  -0.77
O -0.304 8.045 2.877  -0.18
C -1.222 8.620 1.946  -0.49
H 0.388 3.497 3.218  -0.13
H 2.044 3.267 3.823  0.20
H 1.513 4.834 3.088  0.40
H 2.521 4.345 6.168  0.27
H 1.053 5.169 6.806  0.31
H 2.865 6.159 4.518  0.33
H 2.910 6.720 6.238  0.46
H 0.492 6.638 4.643  0.31
H 2.126 8.147 3.537  0.31
H 2.098 9.191 4.978  0.37
H 0.569 9.949 3.398  0.49
H -0.464 9.208 4.558  0.37
H -1.108 9.667 1.662  0.37
H -2.207 8.506 2.398  0.34
H -1.255 8.108 0.985  -0.22
C 1.190 -5.913 4.331  -0.50
O -0.064 -5.518 4.896  -0.48
C -1.112 -5.399 3.925  0.42
C -2.424 -4.929 4.548  -1.03
N -2.486 -3.518 4.996  -0.42
C -2.363 -2.514 3.916  -0.30
C -3.337 -2.676 2.667  -0.61
O -3.189 -1.509 1.808  -0.07
C -3.962 -0.363 2.142  -0.93
H 1.501 -5.234 3.537  0.07
H 1.003 -6.918 3.954  0.35
H 2.074 -6.043 4.957  0.33
H -1.461 -6.363 3.553  0.37
H -0.739 -4.791 3.101  -0.21
H -2.680 -5.461 5.465  0.42
H -3.197 -5.103 3.800  0.34
H -1.691 -3.324 5.589  0.34
H -1.331 -2.527 3.565  0.27
H -2.423 -1.616 4.531  0.31
H -4.368 -2.717 3.018  0.54
H -3.298 -3.576 2.053  -0.17
H -4.924 -0.427 1.633  0.27
H -3.411 0.496 1.759  0.17
H -4.096 -0.279 3.220  0.44
C 2.429 -0.080 -3.647  -0.34
O 3.807 -0.230 -3.345  -0.37
C 4.181 -1.566 -3.364  -0.16
C 5.576 -1.895 -2.754  -0.79
N 5.806 -3.332 -2.728  -0.07
C 7.077 -3.717 -2.196  -0.72
C 7.437 -5.121 -2.724  -0.65
O 7.499 -5.072 -4.117  -0.35
C 7.697 -6.364 -4.695  -0.76
H 2.001 0.921 -3.712  0.10
H 1.845 -0.622 -2.903  0.03
H 2.071 -0.557 -4.560  0.42
H 4.174 -1.833 -4.421  0.19
H 3.450 -2.056 -2.721  0.17
H 5.659 -1.537 -1.728  0.34
H 6.278 -1.419 -3.438  0.35
H 5.728 -3.743 -3.648  0.23
H 7.134 -3.649 -1.109  0.34
H 7.797 -3.005 -2.600  0.38
H 6.722 -5.856 -2.356  0.37
H 8.441 -5.415 -2.418  0.46
H 7.984 -6.304 -5.745  0.27
H 6.790 -6.967 -4.741  0.31
H 8.553 -6.885 -4.267  0.30
C 4.271 1.818 4.955  -0.74
O 4.423 2.218 3.560  -0.39
C 4.399 1.039 2.758  -0.55
C 4.241 1.491 1.291  -0.69
N 2.826 1.945 1.154  0.18
C 2.626 2.549 -0.165  -0.81
C 1.215 3.161 -0.257  0.87
O 1.121 4.337 0.509  -0.40
C -0.099 4.977 0.333  -0.15
H 3.314 1.325 5.126  0.30
H 4.288 2.742 5.533  0.15
H 5.094 1.179 5.276  0.36
H 3.614 0.328 3.013  0.23
H 5.294 0.463 2.994  0.54
H 4.493 0.638 0.662  0.32
H 4.943 2.301 1.091  0.44
H 2.581 2.656 1.827  -0.22
H 2.555 1.677 -0.816  0.25
H 3.373 3.238 -0.557  0.45
H 0.393 2.549 0.117  -0.29
H 1.021 3.324 -1.318  -0.41
H -0.271 5.310 -0.690  0.07
H -0.062 5.905 0.903  -0.12
H -0.936 4.352 0.644  0.31
C -2.341 2.331 -3.044  -1.06
O -1.186 3.155 -3.022  -0.09
C -0.652 3.514 -4.292  -0.65
C 0.321 4.703 -4.189  -0.36
N -0.393 5.913 -3.798  -0.43
C 0.547 6.886 -3.240  -0.44
C -0.082 8.276 -2.944  -0.84
O -0.921 8.033 -1.771  -0.16
C -2.069 8.812 -1.686  -1.00
H -3.220 2.882 -3.379  0.38
H -2.566 2.014 -2.025  0.18
H -2.216 1.462 -3.689  0.44
H -1.401 3.676 -5.067  0.45
H -0.078 2.621 -4.542  0.29
H 0.849 4.777 -5.140  0.38
H 1.105 4.483 -3.464  0.20
H -1.010 5.713 -3.024  0.27
H 1.317 7.054 -3.993  0.50
H 1.065 6.446 -2.388  0.17
H -0.616 8.730 -3.779  0.45
H 0.701 8.960 -2.618  0.34
H -2.683 8.576 -2.555  0.39
H -1.868 9.881 -1.760  0.37
H -2.701 8.603 -0.823  0.30
C -0.633 0.023 -0.130  0.23
C -0.289 0.260 1.355  0.96
O 1.072 -0.139 1.552  -0.42
H -1.614 0.441 -0.357  0.20
H -0.630 -1.045 -0.348  -0.85
H -0.034 0.350 -0.979  0.27
H -0.982 -0.274 2.005  -0.26
H -0.407 1.309 1.627  -0.40
H 1.735 0.549 1.452  0.43
C -1.073 1.429 4.975  -0.21
C -2.158 2.250 4.316  0.42
O -3.255 2.421 5.180  -0.59
H -0.863 1.903 5.934  0.38
H -0.152 1.519 4.401  -0.16
H -1.310 0.375 5.119  0.06
H -2.534 1.737 3.431  -0.36
H -1.773 3.219 3.997  0.17
H -3.056 3.106 5.823  0.36


arrangement two wins, 0.1778 hartree ahead of the next structure.